The following is a DFT calculation (wB97M-V/def2-TZVPD) of an isolated ion of composition C9H11N2S and charge +1 at a distorted geometry.

```
23
Properties=species:S:1:pos:R:3:forces:R:3:lowdin_charge:R:1
C -0.439432 -2.877780 -1.900616 1.2 2.1 1.2 0.15
C -2.076376 -0.895410 2.251933 -1.4 0.8 -0.9 0.24
C -0.159300 -1.821741 -1.342822 -1.2 -1.3 -0.6 -0.20
C -2.202468 -0.203594 1.260638 0.3 -1.5 1.7 -0.11
C 0.066654 -0.526886 -0.735690 0.4 -0.5 -0.1 -0.46
C 1.361297 -0.280541 -0.270022 0.6 -0.7 1.9 -0.26
C -2.353478 0.662357 0.174148 -1.2 1.9 1.9 -0.58
C 2.266523 -1.524858 0.149012 -0.6 2.0 -2.4 0.02
C 1.455513 2.161115 -0.297806 0.7 1.9 2.2 -0.11
N -3.352883 1.609030 0.333018 2.5 -1.8 -1.8 0.17
N 1.982961 0.884275 0.079060 -1.9 -1.3 -1.1 -0.03
S -1.226546 0.684938 -1.030603 1.1 0.4 -1.9 1.14
H -0.414311 -3.809581 -2.414255 -0.3 0.0 -0.1 0.04
H -2.405928 -1.412833 3.141620 0.8 0.0 -0.2 0.08
H 2.861947 -1.245113 1.007501 -0.4 -0.2 0.5 0.08
H 3.001499 -1.556401 -0.687675 -0.5 -0.8 0.4 0.11
H 1.617295 -2.392609 0.221666 0.6 -0.1 0.1 0.07
H 0.716122 2.521321 0.514927 0.9 -0.4 -1.6 0.12
H 2.343206 2.840457 -0.275968 -0.9 -0.2 0.1 0.11
H 1.091597 2.219821 -1.301208 -0.6 -0.2 -0.6 0.06
H -3.739303 1.668403 1.228252 -0.8 -0.2 1.4 0.11
H -3.368600 2.468078 -0.185741 0.1 0.0 -0.6 0.12
H 2.974005 0.827561 0.080635 0.7 -0.2 0.3 0.13
```
Positions in Å, forces in eV/Å.

Results
Orbital gap, eV: 6.6
Net charge: +1
Energy relative to the best compared isomer or geometry (same formula, charge and spin), eV: 4.793
E, eV: -23314.9805